Density functional theory data (wB97M-V/def2-TZVPD) for CH3NO2 in the gas phase at a distorted geometry.

The geometry in XYZ format:
```
7
Properties=species:S:1:pos:R:3
C 0.13184 0.13058 0.09242
N 1.52776 0.45888 0.24112
O 3.65994 0.03699 0.08836
O 2.40895 -0.26969 -0.35593
H -0.16726 -0.19206 1.06450
H -0.56180 1.00512 -0.16633
H 0.04197 -0.68863 -0.75676
```

Calculated values
Net charge ... 0
M ... 61.04 g mol⁻¹
Lowest unoccupied orbital energy (spin up / spin down) ... -1.19 / -0.61 eV
ΔE to the lowest compared entry with this formula, charge and spin ... 744.6 kJ/mol
Energy ... -244.895546 hartree

Density functional theory data (wB97M-V/def2-TZVPD) for a gas-phase ion, CH3NO2P (charge -1) at a distorted geometry.

The geometry in XYZ format:
```
8
Properties=species:S:1:pos:R:3
C 0.08622 -0.95413 0.09440
N -0.15140 -0.63954 -1.13685
O 0.67202 -1.92272 0.59875
O -0.51130 0.00622 1.02963
P -0.26888 1.51625 0.96871
H 0.02573 -1.38450 -1.77663
H -0.98065 1.96933 -0.20212
H 1.12826 1.40909 0.42411
```

Calculated values
Net charge ... -1
M ... 92.01 g mol⁻¹
Lowest unoccupied orbital energy ... 4.58 eV
SMILES ... [H]/N=C(\[O-])OP
ΔE to the lowest compared entry with this formula, charge and spin ... 69.8 kJ/mol
Energy ... -586.525773 hartree